C13H14N2O2S | ωB97M-V with the def2-TZVPD basis set

```
32
Properties=species:S:1:pos:R:3
O -0.9517 2.8504 1.9122
C -0.8937 2.2218 0.8737
C -0.5341 0.7419 0.8620
S 1.1608 0.4945 0.2182
C 1.3016 -1.1865 0.5782
N 0.3817 -1.9308 1.0964
C 0.9659 -3.1752 1.1987
C 0.4805 -4.3808 1.6829
C 1.3373 -5.4637 1.6465
C 2.6343 -5.3607 1.1469
C 3.1353 -4.1657 0.6595
C 2.2797 -3.0843 0.6968
O 2.4786 -1.7936 0.2989
N -1.1547 2.7761 -0.3199
C -1.1671 2.1270 -1.6169
C -1.3275 3.2838 -2.6031
C -2.1398 4.3019 -1.8053
C -1.5394 4.1766 -0.4105
H -1.2116 0.1550 0.2436
H -0.5436 0.3667 1.8838
H -0.5223 -4.4555 2.0696
H 0.9956 -6.4188 2.0162
H 3.2664 -6.2354 1.1405
H 4.1374 -4.0775 0.2729
H -2.0193 1.4388 -1.6865
H -0.2467 1.5653 -1.7880
H -0.3504 3.6996 -2.8499
H -1.8187 2.9746 -3.5231
H -3.1918 4.0152 -1.7909
H -2.0574 5.3111 -2.2015
H -0.6515 4.8082 -0.2976
H -2.2337 4.4198 0.3958
```

Summary:
SMILES = O=C(CSc1nc2ccccc2o1)N1CCCC1
energy above the lowest of the compared OMol25 structures with the same formula, charge and spin = 81.0 kJ/mol
LUMO energy = 0.0252 hartree
charge = 0
gap between HOMO and LUMO = 9.103 eV

Mulliken population analysis, charges in e, atoms 1 to 4: O -0.657; C 0.388; C -0.745; S -0.171